Entry 1:
Below is C31H64NO15S7 as an isolated structure in a non-equilibrium geometry, with properties calculated with the ωB97M-V functional and the def2-TZVPD basis.

Each line ends with the Mulliken charge.
Positions of all 118 atoms, in Å:
C (3.533415, 2.522271, 1.020220)  -1.142
C (2.934415, 1.530271, 0.000220)  0.594
O (2.893415, 1.811271, -1.197780)  -0.399
N (2.231415, 0.383271, 0.613220)  0.574
H (2.930415, -0.085729, 1.160220)  0.610
H (1.697415, 0.792271, 1.326220)  0.128
C (1.388415, -0.404729, -0.308780)  -0.359
H (2.724415, 2.594271, 1.831220)  0.173
H (3.642415, 3.568271, 0.730220)  0.335
H (4.380415, 2.118271, 1.404220)  0.534
H (0.590415, 0.248271, -0.684780)  -0.097
H (0.901415, -1.005729, 0.260220)  0.092
H (1.942415, -0.735729, -1.193780)  0.415
C (1.765415, 0.806271, -4.138780)  -0.067
C (1.771415, 0.409271, -5.569780)  -0.421
C (0.964415, 1.338271, -6.275780)  -0.521
S (1.105415, 2.921271, -5.476780)  1.183
O (-0.174585, 3.486271, -5.288780)  -0.609
O (2.071415, 3.680271, -6.056780)  -0.683
C (1.646415, 2.275271, -3.999780)  0.629
H (2.498415, 0.212271, -3.603780)  0.672
H (0.701415, 0.253271, -3.726780)  -0.466
H (1.284415, -0.636729, -5.845780)  0.197
H (3.002415, 0.616271, -5.815780)  0.230
H (-0.138585, 0.864271, -6.119780)  0.181
H (1.426415, 1.526271, -7.372780)  0.414
H (1.054415, 2.727271, -3.156780)  -0.937
H (2.734415, 2.849271, -3.915780)  0.464
C (-2.367585, 1.723271, -4.052780)  -0.962
C (-2.414585, 2.814271, -2.986780)  -0.959
C (-2.126585, 2.098271, -1.813780)  0.284
S (-3.019585, 0.568271, -1.852780)  1.198
O (-4.265585, 0.865271, -1.188780)  -0.759
O (-2.136585, -0.537729, -1.459780)  -0.202
C (-3.245585, 0.578271, -3.605780)  -0.942
H (-1.238585, 1.449271, -4.219780)  -0.431
H (-2.810585, 2.124271, -4.774780)  1.304
H (-3.478585, 3.196271, -2.776780)  0.269
H (-1.658585, 3.474271, -3.194780)  0.635
H (-2.291585, 2.473271, -0.812780)  0.458
H (-1.014585, 1.916271, -1.667780)  -0.768
H (-4.353585, 0.751271, -3.707780)  0.418
H (-2.795585, -0.338729, -3.956780)  0.343
C (-1.103585, 6.131271, -0.976780)  -0.934
C (-1.828585, 5.600271, 0.167220)  0.101
C (-0.966585, 5.431271, 1.264220)  -0.901
S (0.381415, 4.614271, 0.496220)  1.163
O (0.064415, 3.227271, 0.367220)  -0.340
O (1.666415, 4.870271, 1.077220)  -0.900
C (0.177415, 5.339271, -1.082780)  0.213
H (-1.037585, 7.287271, -0.769780)  0.344
H (-1.647585, 6.297271, -1.955780)  0.423
H (-2.270585, 4.733271, -0.265780)  -0.191
H (-2.745585, 6.270271, 0.332220)  0.439
H (-1.389585, 4.943271, 2.186220)  0.170
H (-0.532585, 6.315271, 1.604220)  0.546
H (0.155415, 4.634271, -1.883780)  -0.550
H (0.871415, 6.146271, -1.283780)  0.453
C (-0.282585, -5.547729, -2.548780)  -0.619
C (-1.755585, -4.976729, -2.365780)  -1.268
C (-1.547585, -3.707729, -2.090780)  0.256
S (-0.468585, -3.191729, -3.301780)  1.130
O (0.317415, -2.015729, -2.833780)  -0.443
O (-1.095585, -3.238729, -4.655780)  -0.797
C (0.504415, -4.531729, -3.240780)  -0.811
H (-0.347585, -6.367729, -3.328780)  0.340
H (-0.075585, -6.050729, -1.631780)  0.356
H (-2.296585, -5.451729, -1.582780)  0.483
H (-2.330585, -5.216729, -3.223780)  0.446
H (-0.886585, -3.582729, -1.128780)  -0.579
H (-2.322585, -3.046729, -2.168780)  0.782
H (1.370415, -4.250729, -2.735780)  0.371
H (1.016415, -5.049729, -4.210780)  0.351
C (-0.854585, -5.949729, 1.575220)  -0.188
C (-1.397585, -5.713729, 3.004220)  -1.025
C (-1.288585, -4.300729, 3.346220)  -0.958
S (0.148415, -3.795729, 2.417220)  1.091
O (1.253415, -3.580729, 3.337220)  -0.754
O (-0.263585, -2.651729, 1.644220)  -0.508
C (0.505415, -5.157729, 1.503220)  -0.571
H (-1.479585, -5.496729, 0.687220)  -0.060
H (-0.680585, -7.013729, 1.466220)  0.493
H (-0.692585, -6.057729, 3.628220)  0.447
H (-2.417585, -6.073729, 3.434220)  0.343
H (-1.061585, -3.870729, 4.195220)  0.877
H (-2.123585, -3.692729, 2.819220)  0.181
H (1.374415, -5.606729, 1.896220)  0.527
H (0.751415, -4.688729, 0.392220)  0.040
C (3.004415, -0.144729, 6.054220)  -1.092
C (2.726415, -1.699729, 5.823220)  -0.090
C (3.838415, -2.069729, 4.962220)  -0.863
S (4.251415, -0.793729, 3.803220)  1.050
O (3.683415, -0.979729, 2.455220)  -0.785
O (5.651415, -0.403729, 3.907220)  -0.735
C (3.348415, 0.558271, 4.664220)  0.113
H (3.836415, -0.259729, 6.711220)  0.373
H (2.165415, 0.285271, 6.469220)  0.525
H (1.694415, -1.887729, 5.327220)  -0.107
H (2.552415, -2.373729, 6.786220)  0.354
H (3.766415, -2.946729, 4.418220)  0.508
H (4.698415, -2.371729, 5.542220)  0.405
H (2.473415, 0.715271, 4.040220)  -0.428
H (3.665415, 1.555271, 4.663220)  0.586
C (-3.414585, 1.439271, 3.338220)  -0.842
C (-3.468585, 0.088271, 2.782220)  -0.746
C (-2.336585, -0.133729, 2.024220)  0.053
S (-1.029585, 0.411271, 3.049220)  0.839
O (0.155415, 0.870271, 2.330220)  -0.328
O (-0.960585, -0.450729, 4.160220)  -0.735
C (-1.925585, 1.828271, 3.726220)  -0.663
H (-4.081585, 1.714271, 4.075220)  0.514
H (-3.662585, 2.160271, 2.453220)  0.189
H (-4.436585, -0.112729, 2.023220)  0.285
H (-3.576585, -0.642729, 3.596220)  0.348
H (-2.495585, 0.392271, 1.190220)  -0.171
H (-2.253585, -1.132729, 1.681220)  0.204
H (-1.769585, 2.628271, 3.170220)  -0.213
H (-1.752585, 1.972271, 4.673220)  0.873

Cartesian forces, eV/Å:
-4.353 -0.002 0.191
0.352 3.997 -2.866
-0.205 -1.985 3.044
1.298 1.062 -2.716
0.891 -1.553 0.584
-1.978 0.765 1.554
2.028 4.433 -3.679
1.248 -0.195 -0.706
0.120 -0.562 -0.766
2.720 -1.101 1.415
0.408 0.247 -0.023
-2.669 -4.899 3.238
-0.095 -0.386 0.681
-4.451 -3.835 2.516
4.731 -2.325 -0.584
-2.548 1.136 -3.959
-3.934 -3.648 0.886
-2.354 1.079 0.334
4.843 3.520 -3.002
3.932 2.575 2.992
0.311 0.717 0.396
2.537 1.702 -0.631
2.125 1.682 0.981
-3.230 -1.251 -0.187
2.120 1.898 -1.151
-2.006 -0.604 2.143
0.456 -0.919 -0.754
-2.460 -1.703 0.079
3.968 -2.294 4.952
-3.554 -0.318 -0.623
3.765 -2.133 4.738
1.499 -0.203 0.388
-0.318 -0.735 0.364
-1.177 0.634 0.102
-0.340 -0.258 0.546
-2.447 0.311 0.102
-2.766 3.001 -7.080
1.426 0.214 -1.280
1.184 2.376 -0.649
-0.759 0.673 0.137
-0.976 -0.433 -0.696
1.208 -0.407 -0.535
-0.734 -0.557 -0.339
-0.507 4.393 -1.944
-6.263 1.602 -2.274
0.919 -1.639 3.259
1.583 -1.276 0.356
-0.712 -1.512 -0.271
0.115 0.919 0.307
0.140 2.571 -0.665
1.206 -1.899 -0.097
0.247 -1.270 1.034
-0.468 -1.554 0.659
1.274 -0.865 0.311
0.661 -0.057 -1.132
0.533 1.984 0.540
0.126 -0.734 -0.234
1.096 -0.617 0.048
-3.431 -3.821 -1.731
-0.113 -8.617 -1.208
3.120 6.904 3.626
1.112 4.890 -4.119
-1.533 -1.476 -1.072
0.479 0.871 2.532
4.267 -3.473 -1.988
-0.232 0.392 1.353
1.272 0.239 0.763
-0.188 -0.848 0.856
-0.547 0.266 -1.106
-1.534 0.248 -1.322
-2.222 1.925 0.549
1.476 0.640 1.260
-1.841 2.024 1.705
-0.558 0.826 -1.454
-3.352 -0.203 0.077
-2.276 1.838 -7.015
0.811 3.585 2.658
-0.171 -0.234 -0.137
0.044 0.195 -1.101
-1.148 -0.103 -4.476
0.689 -1.177 1.929
-0.133 -0.064 -0.514
2.547 -2.642 2.261
1.674 -0.017 -1.613
0.547 1.231 5.134
1.192 -0.793 1.059
0.804 -0.783 0.454
-0.586 -1.530 2.732
0.487 -1.942 -1.946
-4.135 0.396 0.755
1.562 -1.290 -0.100
1.190 3.586 0.078
0.372 -0.465 1.257
-0.668 -1.166 -0.428
-1.965 -3.305 0.541
0.785 1.177 0.587
-1.521 1.177 1.254
1.717 0.610 0.294
1.147 1.728 -1.720
-1.019 -1.786 -1.565
0.826 0.974 0.276
-0.884 -0.684 0.213
2.014 1.044 0.398
1.214 3.383 -2.546
-7.089 -2.216 1.425
3.157 -2.348 -0.495
0.393 3.059 -0.706
-0.376 -0.707 0.360
0.857 -2.162 1.529
-2.907 -4.451 -4.199
-1.474 0.086 1.704
0.321 -1.063 1.412
2.261 0.733 2.230
-0.062 0.008 -0.161
0.581 2.567 -3.494
0.752 -1.120 -0.007
1.458 3.736 -2.278
1.076 0.382 5.206

2S+1: 1
E_tot (eV): -141213.144
Total charge: +1
ΔE to the lowest compared entry with this formula, charge and spin (kcal per mole): 0.00
LUMO level (eV): -1.71
Frontier orbital gap (hartree): 0.383

---

Entry 2:
Below is C31H64P2PtSi2 as an isolated structure in a non-equilibrium geometry, with properties calculated with the ωB97M-V functional and the def2-TZVPD basis.

Each line ends with the Mulliken spin population.
Positions of all 100 atoms, in Å:
Pt (3.176697, -0.706986, -0.047069)  0.488
C (1.214175, -1.472178, 2.873492)  0.218
C (2.544145, -1.154065, 2.595642)  0.179
C (1.174018, 0.649571, 1.971356)  0.051
C (0.389219, -0.342625, 2.508357)  0.235
C (2.583973, 0.152725, 1.836693)  0.376
C (0.780868, -2.757338, 3.456802)  0.003
H (1.377565, -3.567113, 3.017926)  0.004
H (-0.278509, -2.969247, 3.247849)  0.006
H (0.921275, -2.798442, 4.546923)  0.011
C (-1.071207, -0.285016, 2.739804)  -0.100
H (-1.466795, -1.283619, 2.944510)  0.004
H (-1.564725, 0.116825, 1.838967)  0.051
H (-1.371008, 0.358355, 3.583627)  0.003
C (0.743542, 2.058765, 1.795595)  -0.011
H (0.511860, 2.484458, 2.789130)  0.024
H (-0.168548, 2.146119, 1.185672)  0.036
H (1.501301, 2.699113, 1.342838)  0.001
C (3.708878, 1.085580, 2.172653)  -0.073
H (3.814619, 1.088552, 3.263282)  0.010
H (3.490767, 2.106541, 1.823995)  0.001
H (4.646568, 0.744039, 1.701367)  0.020
C (3.715661, -1.836734, 3.165074)  0.035
H (3.684858, -1.771595, 4.265794)  0.012
H (4.665654, -1.388666, 2.837087)  0.002
H (3.732988, -2.903784, 2.902376)  0.014
C (2.297298, -2.120627, -1.331689)  0.163
C (2.692344, -2.748810, -0.100375)  0.052
C (3.962563, -3.586854, 0.052098)  0.027
C (5.292913, -2.779984, 0.185956)  0.001
C (5.153791, -1.300635, -0.140829)  0.074
C (4.698183, -0.799756, -1.407032)  0.079
C (4.474923, -1.691249, -2.612294)  0.015
C (3.098630, -2.398339, -2.588670)  0.024
H (4.038658, -4.309287, -0.775251)  -0.003
H (6.065756, -3.253592, -0.426666)  -0.002
H (3.858367, -4.199659, 0.964974)  0.007
H (3.223296, -3.488010, -2.663644)  -0.002
H (1.223276, -1.911441, -1.487759)  0.043
H (1.891433, -3.059694, 0.580276)  -0.031
H (2.510662, -2.070243, -3.460500)  0.010
H (4.530545, -1.037635, -3.500409)  0.003
H (4.996698, 0.225536, -1.648150)  0.000
H (5.268530, -2.445300, -2.696217)  -0.001
H (5.645428, -2.865990, 1.230828)  0.002
H (5.881855, -0.655333, 0.347086)  0.010
P (-1.583320, -2.090485, -0.499852)  0.454
C (-3.235451, -1.915452, 0.249151)  0.133
H (-3.963069, -2.485710, -0.347938)  0.021
H (-3.503131, -0.845984, 0.265407)  -0.010
H (-3.220342, -2.288989, 1.286761)  0.000
C (-1.864274, -2.373182, -2.286606)  0.062
H (-2.409326, -3.319516, -2.418624)  0.022
H (-0.882888, -2.474079, -2.780425)  -0.001
H (-2.413062, -1.544489, -2.756582)  -0.010
C (-1.123846, -3.801314, -0.042078)  0.057
H (-0.210827, -4.117517, -0.570138)  -0.003
H (-1.945049, -4.478341, -0.316696)  0.018
H (-0.940577, -3.872606, 1.038568)  -0.003
P (1.191061, 1.377380, -1.412338)  0.110
C (2.702894, 2.405765, -1.396479)  0.039
H (2.986684, 2.623033, -2.430315)  0.000
H (3.526969, 1.883723, -0.903642)  -0.004
H (2.492427, 3.348147, -0.877270)  -0.001
C (1.337622, 0.818678, -3.148780)  0.016
H (2.226855, 0.184536, -3.275579)  -0.002
H (1.441462, 1.714515, -3.768005)  0.004
H (0.435441, 0.262729, -3.431730)  0.001
C (-0.016889, 2.750379, -1.569396)  -0.025
H (0.121749, 3.211232, -2.559739)  0.001
H (0.198244, 3.496896, -0.788818)  -0.005
H (-1.052330, 2.389640, -1.443893)  0.047
C (-5.605582, 2.755865, 1.345947)  0.020
Si (-3.715630, 2.831013, 1.203251)  -0.032
C (-3.226249, 4.619962, 0.810896)  0.055
C (-3.068953, 2.459870, 2.939991)  0.011
C (-3.075826, 1.671551, -0.112335)  0.563
Si (-3.975077, 1.544190, -1.730414)  -0.046
C (-4.918496, 3.112148, -2.235490)  0.007
C (-2.775199, 1.211843, -3.155728)  0.022
C (-5.261277, 0.155104, -1.672939)  0.053
H (-5.954822, 3.546543, 2.027978)  0.000
H (-5.922311, 1.793367, 1.772955)  0.002
H (-6.141031, 2.885025, 0.397276)  0.001
H (-4.008045, 5.320890, 1.138368)  0.005
H (-2.297101, 4.892251, 1.330941)  0.003
H (-3.063158, 4.767458, -0.264090)  -0.002
H (-3.285686, 1.427580, 3.244901)  0.002
H (-1.986957, 2.623759, 3.036119)  0.001
H (-3.562356, 3.120835, 3.670061)  0.000
H (-2.152646, 1.091562, 0.037820)  0.345
H (-4.238407, 3.838362, -2.706433)  0.002
H (-5.681189, 2.843338, -2.984675)  0.001
H (-5.433613, 3.621111, -1.410432)  0.000
H (-1.857364, 0.710538, -2.820239)  -0.005
H (-3.253346, 0.578136, -3.919147)  0.001
H (-2.488757, 2.151436, -3.652907)  0.002
H (-4.853729, -0.806080, -2.019442)  -0.002
H (-5.639345, 0.013282, -0.650596)  -0.001
H (-6.117861, 0.403737, -2.318077)  0.004

Cartesian forces, eV/Å:
-1.854 1.864 0.961
-1.779 1.282 -0.510
0.638 2.558 -1.376
2.000 0.399 -0.444
0.061 -2.687 0.990
-1.541 -1.200 2.399
-0.321 -0.515 0.007
-0.112 0.007 0.211
0.332 0.071 0.178
-0.024 0.034 -0.226
-0.643 0.206 -0.208
-0.047 0.148 -0.026
-0.036 -0.078 0.444
0.290 -0.196 -0.283
-0.215 0.200 -0.022
0.012 -0.132 -0.295
0.102 -0.128 0.272
0.038 -0.157 0.024
0.496 0.413 -0.138
0.323 0.316 -0.124
0.253 -0.341 0.127
-0.160 0.426 0.466
0.705 -0.184 0.000
-0.057 -0.079 -0.270
-0.381 -0.134 0.095
-0.039 0.154 0.166
0.036 -1.700 0.211
-0.715 -0.908 -0.860
0.061 -0.162 0.233
-0.270 0.042 0.435
1.212 -0.244 -1.327
1.415 -0.653 -0.383
-0.274 0.094 -0.427
-0.156 0.230 -0.440
-0.095 0.273 0.100
-0.010 0.201 -0.053
-0.036 0.215 -0.446
-0.051 0.232 -0.149
0.597 0.048 0.289
0.153 0.493 -0.022
0.193 -0.254 0.280
0.078 -0.473 0.257
0.023 -0.229 0.094
-0.027 0.298 0.009
-0.122 0.080 -0.541
-0.350 0.056 0.426
-1.007 -1.747 -0.571
0.170 0.711 0.536
0.270 0.162 0.077
-0.156 -0.432 -0.025
0.043 0.133 -0.437
0.460 0.750 -0.387
0.057 0.265 0.218
-0.380 0.044 0.096
0.173 -0.284 0.162
0.862 0.125 0.524
-0.314 0.134 0.138
0.070 0.292 0.040
-0.076 -0.061 -0.271
0.307 -0.085 -0.249
0.253 0.176 0.232
0.068 0.118 0.174
0.061 0.248 -0.036
0.260 -0.201 -0.034
-0.278 -0.273 0.028
-0.305 0.165 0.056
-0.076 -0.222 -0.130
0.253 0.059 -0.169
-0.366 -0.065 0.159
-0.168 -0.046 0.315
-0.167 -0.242 -0.282
0.457 0.326 -0.166
0.068 -0.265 -0.119
-0.520 0.750 0.799
0.168 -0.132 -0.196
0.059 -0.155 0.033
0.105 -0.011 0.143
-0.670 0.301 -0.939
0.198 0.059 0.169
0.052 -0.117 -0.129
0.035 -0.178 0.200
0.192 -0.204 -0.167
0.031 0.190 -0.074
0.130 -0.036 0.232
0.187 -0.241 -0.080
-0.171 -0.059 -0.129
-0.073 0.078 0.178
-0.018 0.215 -0.027
-0.205 -0.020 -0.036
0.100 -0.131 -0.292
-0.251 0.201 -0.050
-0.188 -0.154 0.166
0.272 0.040 0.222
0.137 -0.120 -0.262
-0.085 0.044 -0.118
0.119 0.169 0.177
-0.010 -0.285 0.188
-0.109 0.179 0.076
-0.033 0.004 -0.246
0.301 -0.061 0.179

Expectation value of S²: 6.022
2S+1: 5
E_tot (eV): -70746.709
Total charge: +2
LUMO level (alpha / beta) (eV): -5.38 / -9.58
Frontier orbital gap (alpha / beta) (hartree): 0.283 / 0.127

---

Q: What is the formula in the second record?
A: C31H64P2PtSi2

---

Q: Which of these has the highest total charge?
A: C31H64P2PtSi2

---

Q: Look up the E_tot of the second one.
A: -70746.709 eV